This record from OMol25 describes an isolated molecule of C6H9N3. The level of theory is ωB97M-V with the def2-TZVPD basis set.

```
18
Properties=species:S:1:pos:R:3
C 2.20 -0.66 0.23
C 2.27 0.67 0.01
C 0.87 -1.07 0.25
C 0.87 1.15 -0.14
C -1.28 -0.10 -0.38
C -1.93 -1.25 0.34
N 0.10 -0.01 -0.04
N 0.31 2.31 -0.35
N -2.00 1.07 -0.25
H 3.04 -1.26 0.68
H 3.13 1.35 -0.15
H 0.44 -2.11 0.45
H -1.29 -0.42 -1.45
H -2.96 -0.82 0.48
H -1.38 -1.65 1.23
H -2.03 -2.14 -0.20
H 1.03 3.14 -0.42
H -1.38 1.81 -0.29
```

The calculation puts the energy above the lowest of the compared OMol25 structures with the same formula, charge and spin at 78.9 kcal per mole. As for the multiplicity: 1. As for the total charge: 0. The value obtained for the total energy is -10834.2037 eV. The lowest unoccupied orbital energy (spin up / spin down) is -0.0278 / -0.0109 Eh. The highest occupied orbital energy (spin up / spin down) comes out at -0.341 / -0.272 Ha. The HOMO-LUMO gap (spin up / spin down) is 0.3133 / 0.2610 Eh.